[1]
ORCA calculation (wB97M-V/def2-TZVPD) on a 2-piece molecular cluster, C6H9N overall.

Last column: Löwdin charge in e.
Atoms and positions in Å:
C  -1.46392  1.83671  1.18501  -0.0991
C  -0.67654  0.88889  0.33848  -0.1677
C  -0.13416  1.12300  -0.80647  -0.1447
C  0.49555  1.20218  -1.92756  -0.0231
C  1.21389  -1.78901  -0.33319  -0.0745
C  1.38352  -2.38289  0.75253  -0.0938
N  0.00180  -2.27923  0.35589  -0.0119
H  -0.99799  1.97308  2.16308  0.0708
H  -2.46546  1.44628  1.36951  0.0704
H  -1.56249  2.81502  0.72011  0.0713
H  1.50894  1.56031  -2.01077  0.0568
H  -0.03590  0.99553  -2.83765  0.0525
H  1.57056  -1.27494  -1.15474  0.0697
H  -0.51437  -0.13180  0.71211  0.0802
H  1.95004  -2.81047  1.50876  0.0823
H  -0.27345  -3.17266  -0.03509  0.0607

Forces on atoms 1 to 6 (eV/Å):
C -0.16 0.16 0.07
C -0.10 -0.51 0.82
C 0.12 -0.06 0.43
C 0.12 0.40 -0.89
C 0.61 -0.04 -0.22
C 1.03 -0.32 0.59

Summary:
- DFT total energy: -288.5651 Eh
- Largest force on an atom: 2.12 eV/Å
- LUMO: 1.072 eV
- Spin multiplicity: 1
- Energy above the lowest of the compared OMol25 structures with the same formula, charge and spin: 569.5 kJ/mol



[2]
ORCA calculation (wB97M-V/def2-TZVPD) on C43H37CuN5OP2S2Se2 as an isolated structure.

Last column: Mulliken spin population.
Atoms and positions in Å:
Cu  0.34017  2.82553  0.38717  0.5685
C  -0.87354  2.32176  -2.73827  0.0075
C  -1.61450  3.06416  -1.64210  -0.0166
N  -1.27702  4.27731  -1.43424  0.0028
N  -2.05789  5.00335  -0.57001  0.0042
C  -1.60748  5.33584  0.58407  -0.0008
S  -0.13912  4.92525  1.41016  0.1092
S  -2.78963  6.38402  1.49884  0.0066
C  -3.64781  5.07070  2.43158  -0.0020
C  -3.05566  4.76504  3.78371  0.0036
C  -3.37187  5.55798  4.88556  -0.0010
C  -2.83599  5.29238  6.13851  0.0001
C  -1.96731  4.21883  6.30368  -0.0001
C  -1.64422  3.42662  5.20912  0.0018
C  -2.18298  3.69397  3.95588  0.0034
C  -2.69993  2.33320  -0.93073  0.0057
C  -3.87479  2.02978  -1.61110  0.0016
C  -4.92870  1.34943  -1.01289  -0.0014
C  -4.77514  0.95150  0.31732  0.0002
C  -3.61063  1.22119  1.01003  0.0032
C  -2.51744  1.92738  0.42180  0.0003
O  -1.45013  2.15949  1.08963  0.0322
H  -0.64771  2.95573  -3.59537  -0.0015
H  -1.44218  1.45325  -3.05642  -0.0009
H  1.13115  2.49319  -2.30234  -0.0033
H  -3.65873  4.19225  1.78587  -0.0011
H  -4.67617  5.41676  2.54654  0.0011
H  -4.03979  6.40447  4.75201  0.0000
H  -3.09095  5.92361  6.98325  0.0000
H  -1.54218  4.00633  7.27827  0.0000
H  -0.95169  2.59913  5.31937  0.0000
H  -1.89471  3.09450  3.09779  -0.0067
H  -3.96658  2.34958  -2.64637  -0.0003
H  -5.83705  1.13630  -1.56276  -0.0002
H  -5.57790  0.41560  0.81582  0.0003
H  -3.48777  0.90206  2.03979  0.0001
Se  0.68117  -1.79343  -5.25548  -0.0005
P  0.94395  -1.98522  -3.15342  0.0120
C  2.57395  -2.78104  -2.90286  0.0113
C  2.77796  -4.06525  -2.42047  0.0013
C  4.06303  -4.60441  -2.36429  -0.0002
C  5.14896  -3.85728  -2.78397  0.0010
C  4.95242  -2.56663  -3.26229  -0.0022
C  3.67550  -2.03383  -3.32555  -0.0032
C  -0.35724  -3.10158  -2.52913  0.0070
C  -0.40622  -4.40548  -3.02549  0.0004
C  -1.44666  -5.25019  -2.67635  0.0005
C  -2.47110  -4.78746  -1.85734  -0.0001
C  -2.45090  -3.48120  -1.40030  -0.0011
C  -1.39646  -2.63688  -1.73345  0.0076
C  0.91024  -0.43346  -2.23848  0.0916
C  0.66841  -0.05033  -0.92040  -0.1473
N  0.29650  1.29115  -0.92058  0.0243
N  0.43746  1.73527  -2.26919  -0.0053
N  0.85784  0.62002  -3.11528  0.0957
P  1.33947  -0.64793  0.61678  0.0053
Se  1.35158  0.70980  2.26092  0.0023
C  0.47404  -2.16865  1.11436  -0.0089
C  -0.69368  -2.03613  1.86356  0.0025
C  -1.40148  -3.16331  2.25278  -0.0004
C  -0.94171  -4.43140  1.91281  -0.0003
C  0.22585  -4.56646  1.17633  -0.0005
C  0.92684  -3.43268  0.78074  -0.0039
C  3.08801  -1.12994  0.35625  -0.0175
C  3.74722  -2.03996  1.17943  0.0006
C  5.12267  -2.20807  1.07892  0.0000
C  5.85266  -1.44855  0.17055  0.0005
C  5.19905  -0.53594  -0.64685  -0.0002
C  3.82063  -0.38594  -0.56390  -0.0097
H  1.93707  -4.66664  -2.10833  -0.0001
H  4.20694  -5.60885  -1.98452  0.0001
H  6.14856  -4.27183  -2.72886  0.0001
H  5.79805  -1.97295  -3.58605  -0.0001
H  3.51477  -1.03367  -3.71168  0.0038
H  0.35405  -4.74180  -3.72042  0.0001
H  -1.47160  -6.26230  -3.06255  -0.0001
H  -3.28966  -5.44494  -1.58737  -0.0001
H  -3.25276  -3.10345  -0.77853  0.0000
H  -1.38278  -1.61330  -1.37869  -0.0091
H  -1.03818  -1.04167  2.12909  0.0012
H  -2.31563  -3.05051  2.82481  0.0000
H  -1.49352  -5.31209  2.22155  -0.0001
H  0.58788  -5.55120  0.89880  0.0000
H  1.83888  -3.53390  0.21606  0.0000
H  3.19236  -2.58753  1.93134  -0.0004
H  5.62732  -2.91950  1.72361  -0.0001
H  6.92747  -1.57299  0.09758  0.0002
H  5.76108  0.06782  -1.35018  0.0009
H  3.30722  0.32772  -1.19615  0.0132
C  2.17055  3.42885  -0.22695  0.2882
H  2.68973  2.69264  -0.86276  -0.0479
H  2.78493  3.58906  0.66543  -0.0176
H  2.09120  4.37796  -0.76681  -0.0113

Forces on atoms 1 to 6 (eV/Å):
Cu 0.30 0.19 0.12
C 0.08 -0.10 -0.06
C -0.02 -0.13 -0.11
N 0.12 0.07 0.04
N -0.03 0.00 0.24
C -0.02 -0.05 0.11

Summary:
- ⟨S²⟩: 0.80
- Total charge: -2
- DFT total energy: -9932.1905 Eh
- Largest force on an atom: 0.38 eV/Å
- LUMO (spin up / spin down): 3.880 / 3.879 eV
- Spin multiplicity: 2
- Energy above the lowest of the compared OMol25 structures with the same formula, charge and spin: 312.4 kJ/mol



[3]
ORCA calculation (wB97M-V/def2-TZVPD) on one molecule with the formula C6H11N.

Last column: Löwdin charge in e.
Atoms and positions in Å:
C  -0.79462  2.17502  1.60558  -0.0958
N  -0.78117  0.97611  0.76671  -0.0476
C  0.38393  0.73916  0.02949  -0.3718
C  1.60685  1.19332  0.33290  0.0276
C  -0.22356  -2.80497  -1.32957  -0.1091
C  -0.51904  -1.41723  -0.82312  -0.1562
C  0.34619  -0.40519  -0.91784  -0.0813
H  0.23525  2.31707  1.92164  0.0518
H  -1.06272  3.07436  1.04055  0.0847
H  -1.40828  2.10935  2.50123  0.0762
H  -1.62112  0.90595  0.22279  0.1112
H  2.41659  0.98044  -0.34634  0.0490
H  1.95515  1.57272  1.28508  0.0525
H  -1.03161  -3.31617  -1.85557  0.0633
H  0.21159  -3.45026  -0.57442  0.0732
H  0.41637  -2.71633  -2.22805  0.0754
H  -1.40972  -1.32745  -0.20659  0.0937
H  1.27992  -0.60590  -1.42446  0.1031

Forces on atoms 1 to 6 (eV/Å):
C 0.78 0.07 -0.30
N 0.13 0.54 0.39
C -0.45 -0.65 0.14
C 0.70 -0.02 0.08
C 0.12 0.58 -2.09
C -0.22 -0.30 0.28

Summary:
- DFT total energy: -289.9040 Eh
- Largest force on an atom: 2.17 eV/Å
- LUMO: 1.099 eV
- Spin multiplicity: 1
- Energy above the lowest of the compared OMol25 structures with the same formula, charge and spin: 177.6 kJ/mol



[4]
ORCA calculation (wB97M-V/def2-TZVPD) on C37H28MgN9O4S as an isolated structure.

Last column: Löwdin charge in e.
Atoms and positions in Å:
Mg  -0.34867  -0.31136  0.67431  0.5519
C  -5.06414  2.98493  2.14104  -0.1230
C  -4.68944  2.57831  0.86958  -0.1041
C  -3.84528  1.49055  0.68737  -0.0246
C  -3.35500  0.77485  1.77845  -0.3009
C  -3.72009  1.20910  3.05888  -0.0545
C  -4.56554  2.28807  3.23709  -0.0976
N  -2.44533  -0.27552  1.61234  0.0327
C  -2.66232  -1.40569  2.27195  -0.2411
C  -3.94659  -1.85129  2.75781  -0.0266
C  -4.09708  -3.05894  3.36074  -0.0985
C  -3.00595  -3.94389  3.57536  -0.1152
C  -1.76547  -3.55198  3.17190  -0.0384
C  -1.57756  -2.30636  2.53953  -0.1981
N  -0.33584  -1.82065  2.20447  -0.0125
N  0.68412  -2.41015  2.64544  0.0980
C  1.88669  -1.75708  2.25723  -0.3137
C  3.05315  -2.24046  2.84097  -0.0120
C  4.25096  -1.63751  2.52030  -0.0738
C  4.25128  -0.57464  1.62605  -0.0667
C  3.03922  -0.16896  1.09456  -0.1398
N  1.87712  -0.74560  1.39297  0.0771
H  -5.71743  3.83595  2.27948  0.0861
H  -5.05675  3.11032  0.00010  0.0921
H  -3.56849  1.19191  -0.31479  0.0822
H  -3.30309  0.69707  3.91664  0.1149
H  -4.81924  2.60135  4.24256  0.0949
H  -4.80308  -1.21062  2.59437  0.1069
H  -5.08909  -3.36490  3.67419  0.0953
H  -3.16643  -4.90757  4.03797  0.0855
H  -0.89822  -4.18095  3.31547  0.0991
H  2.98241  -3.06823  3.53058  0.1072
H  5.17421  -1.99038  2.96206  0.1015
H  5.16458  -0.07508  1.33805  0.0973
H  2.98363  0.65782  0.39626  0.1015
N  2.21791  2.85408  2.99204  0.0450
C  1.20602  2.21224  2.32095  -0.9367
S  0.05437  1.32931  3.20417  0.5919
N  1.27017  2.44549  1.00312  -0.0224
N  0.36426  1.73123  0.28072  0.0094
C  0.12571  2.18769  -0.90289  -0.1835
C  0.73781  3.43443  -1.43137  -0.2027
C  2.03815  3.43477  -1.92368  -0.0310
C  2.59310  4.59558  -2.43580  -0.0867
C  1.85411  5.77241  -2.45735  -0.1018
C  0.55743  5.77776  -1.96686  -0.0856
C  0.00071  4.61109  -1.45984  -0.0309
C  -0.85804  1.45831  -1.73999  -0.1939
C  -1.18894  1.87833  -3.02039  -0.0013
C  -2.14970  1.16548  -3.72246  -0.0575
C  -2.74328  0.06516  -3.13372  -0.0440
C  -2.33992  -0.29066  -1.85488  -0.1334
N  -1.42863  0.38820  -1.17502  0.0646
H  2.37496  2.55518  3.93930  0.0619
H  3.00955  3.12816  2.43519  0.0772
H  2.61561  2.51946  -1.89658  0.1147
H  3.60628  4.58518  -2.81682  0.0975
H  2.28947  6.68035  -2.85330  0.0941
H  -0.02417  6.69064  -1.97579  0.0979
H  -1.00918  4.61143  -1.06925  0.1234
H  -0.70424  2.74255  -3.45199  0.1115
H  -2.42552  1.46935  -4.72448  0.1038
H  -3.48433  -0.52835  -3.64796  0.1060
H  -2.74861  -1.15849  -1.35785  0.1226
O  -0.98924  -2.86976  -2.14981  0.0290
C  0.06805  -2.46857  -1.66961  -0.5969
O  0.22008  -1.77409  -0.62148  -0.0879
C  1.37144  -2.98333  -2.27820  -0.0966
C  1.34496  -3.65641  -3.49493  -0.0018
C  2.51948  -4.10424  -4.07783  -0.0016
C  3.70556  -3.87084  -3.40846  -0.1552
C  3.77233  -3.22109  -2.19149  0.0067
C  2.58507  -2.77396  -1.63154  0.0101
N  4.97080  -4.34038  -4.03140  -0.3548
O  6.00644  -4.14688  -3.42349  0.0581
O  4.89400  -4.94239  -5.08616  0.0563
H  0.38492  -3.81519  -3.96670  0.1161
H  2.52793  -4.62216  -5.02521  0.1129
H  4.72522  -3.06968  -1.70671  0.1142
H  2.58064  -2.24976  -0.68549  0.0981

Forces on atoms 1 to 6 (eV/Å):
Mg -0.37 0.25 0.35
C 0.05 -0.05 0.02
C 0.00 -0.01 -0.01
C -0.12 0.11 -0.15
C 0.23 -0.02 -0.10
C 0.00 0.02 0.06

Summary:
- Total charge: -1
- DFT total energy: -2818.9734 Eh
- Largest force on an atom: 1.05 eV/Å
- LUMO: 1.682 eV
- Spin multiplicity: 1
- Energy above the lowest of the compared OMol25 structures with the same formula, charge and spin: 29.7 kJ/mol



[5]
ORCA calculation (wB97M-V/def2-TZVPD) on one molecule with the formula CH4NP.

Last column: Löwdin charge in e.
Atoms and positions in Å:
C  -0.33443  0.60024  0.01184  -0.2321
N  0.16350  -0.80387  0.21691  -0.4637
P  1.53163  -1.35726  -0.42239  0.7266
H  -0.99610  0.92791  0.80990  0.0587
H  -0.97465  0.52998  -0.98066  0.1137
H  0.38684  1.25381  -0.05266  -0.0251
H  1.68554  -2.70712  0.01699  -0.1782

Forces on atoms 1 to 6 (eV/Å):
C -4.26 -4.96 -1.70
N 1.02 -0.39 -0.13
P -1.14 1.82 0.17
H -0.13 -0.49 0.13
H 1.25 0.50 1.96
H 4.00 3.54 -0.79

Summary:
- DFT total energy: -436.5295 Eh
- Largest force on an atom: 6.76 eV/Å
- LUMO: -0.307 eV
- Spin multiplicity: 1
- Energy above the lowest of the compared OMol25 structures with the same formula, charge and spin: 90.4 kJ/mol



[6]
ORCA calculation (wB97M-V/def2-TZVPD) on C48H44NO6SSc as an isolated structure.

Last column: Löwdin charge in e.
Atoms and positions in Å:
Sc  0.07170  0.05540  -0.05985  1.1243
C  3.54348  -4.75938  0.11353  -0.0643
C  4.90756  -4.08416  0.24532  -0.5553
C  5.51190  -4.49207  1.59909  -0.0493
C  5.81284  -4.58965  -0.88865  -0.0457
C  4.80598  -2.56211  0.17737  -0.1554
C  5.97789  -1.80447  0.32994  -0.0364
C  5.96913  -0.42855  0.27787  -0.0809
C  4.75186  0.20669  0.08179  -0.4623
S  4.43899  1.90771  -0.04771  1.1348
C  2.75163  1.56663  -0.27845  -0.5185
N  2.43491  0.30088  -0.25656  0.0364
C  3.55699  -0.51136  -0.06485  -0.2433
C  3.59938  -1.91170  -0.03245  0.0693
C  1.76419  2.62473  -0.48734  -0.2734
C  2.13442  3.97063  -0.45066  -0.0635
C  1.18325  4.94786  -0.67300  -0.0862
C  -0.13042  4.57552  -0.91888  -0.0914
C  -0.48923  3.23367  -0.91503  -0.1335
C  0.43528  2.20578  -0.69792  -0.1450
H  3.67040  -5.84278  0.17544  0.0868
H  3.04800  -4.52021  -0.82747  0.0819
H  2.86836  -4.44841  0.91310  0.0800
H  5.57193  -5.58114  1.66245  0.0830
H  4.88640  -4.13440  2.41972  0.0903
H  6.51742  -4.09201  1.73771  0.0734
H  5.89436  -5.67804  -0.84089  0.0834
H  6.81894  -4.17258  -0.82083  0.0750
H  5.39309  -4.31910  -1.85931  0.0918
H  6.92376  -2.30771  0.48617  0.1080
H  6.88164  0.14361  0.38525  0.1086
H  2.68755  -2.46986  -0.18839  0.0774
H  3.16331  4.25357  -0.25441  0.0855
H  1.46175  5.99361  -0.65388  0.1021
H  -0.87818  5.33914  -1.10163  0.1006
H  -1.53313  2.97963  -1.07664  0.0905
C  -2.52976  -4.56062  3.10942  0.0404
C  -1.41476  -3.89771  2.32443  -0.4646
C  -0.29998  -4.80830  1.89904  0.0412
O  -0.94546  -2.71510  2.85977  0.0416
C  -1.82738  -1.66188  2.50191  -0.1094
C  -2.26558  -2.14034  1.12515  -0.0346
O  -2.09135  -3.37999  1.03723  0.1959
C  -2.82150  -1.36517  -0.04898  -0.3879
O  -1.87870  -0.40208  -0.31782  -0.1839
C  -4.14198  -0.74850  0.44085  -0.1507
C  -4.46732  0.54273  0.06087  0.0021
C  -5.68672  1.08399  0.43516  -0.0634
C  -6.57724  0.34927  1.20722  -0.0853
C  -6.24505  -0.93532  1.60767  -0.0720
C  -5.03002  -1.48424  1.21940  -0.0589
C  -3.06942  -2.30226  -1.25542  -0.1074
C  -4.33099  -2.79437  -1.58071  -0.0212
C  -4.49457  -3.63344  -2.67340  -0.0803
C  -3.39923  -3.99498  -3.44342  -0.0884
C  -2.14282  -3.51461  -3.11668  -0.0558
C  -1.97396  -2.66784  -2.03133  -0.0111
C  -1.13423  -0.28550  2.78032  -0.3775
O  -0.11724  -0.05883  1.88422  -0.2213
C  -2.17191  0.85690  2.77743  -0.1122
C  -1.80735  2.07175  2.20520  -0.0114
C  -2.65946  3.16602  2.24206  -0.0602
C  -3.89046  3.07098  2.86937  -0.0872
C  -4.26082  1.86928  3.45380  -0.0797
C  -3.41152  0.77565  3.40569  -0.0398
C  -0.55809  -0.37740  4.20991  -0.1219
C  0.74488  0.04801  4.42739  -0.0015
C  1.29172  0.01965  5.70313  -0.0689
C  0.54467  -0.43974  6.77556  -0.0924
C  -0.75684  -0.87235  6.56549  -0.0771
C  -1.30299  -0.83949  5.29225  -0.0329
H  -2.10356  -4.99079  4.01489  0.1075
H  -2.96595  -5.35735  2.51014  0.1037
H  -3.30725  -3.85138  3.39521  0.0895
H  0.33145  -5.00828  2.76348  0.1107
H  0.27257  -4.34977  1.07923  0.0662
H  -0.72272  -5.74405  1.53300  0.1062
H  -2.76390  -1.71244  3.07617  0.1443
H  0.11921  -2.16396  0.79922  0.0501
H  -3.75271  1.10861  -0.52297  0.1223
H  -5.93884  2.09276  0.13304  0.1099
H  -7.52619  0.77970  1.50137  0.1042
H  -6.93101  -1.51910  2.20899  0.1050
H  -4.79752  -2.50850  1.49943  0.1214
H  -5.19988  -2.50756  -1.00591  0.1035
H  -5.48206  -3.99862  -2.92654  0.1008
H  -3.52703  -4.65243  -4.29462  0.1009
H  -1.27652  -3.80848  -3.69594  0.1104
H  -0.98428  -2.34660  -1.75457  0.0819
H  -0.83631  2.16898  1.74336  0.0967
H  -2.34214  4.09519  1.78415  0.1049
H  -4.55778  3.92320  2.90624  0.1031
H  -5.22199  1.77604  3.94381  0.1069
H  -3.74162  -0.13967  3.88121  0.1016
H  1.32417  0.39428  3.58306  0.1164
H  2.30936  0.35642  5.85583  0.1037
H  0.97241  -0.46450  7.76978  0.1002
H  -1.34928  -1.23681  7.39552  0.1018
H  -2.32098  -1.18325  5.15545  0.1037
O  0.64719  -2.04258  -0.02150  -0.3233
O  0.66659  -3.34578  -0.67776  -0.2951

Forces on atoms 1 to 6 (eV/Å):
Sc -0.11 -0.51 0.14
C 0.00 0.03 0.01
C 0.01 -0.11 0.03
C -0.02 0.01 -0.05
C -0.05 0.02 0.04
C -0.08 0.06 -0.04

Summary:
- DFT total energy: -3520.6108 Eh
- Largest force on an atom: 1.38 eV/Å
- LUMO: -0.850 eV
- Spin multiplicity: 1